Below is a cluster of 2 separate species, C2H4N2O3 in total in a non-equilibrium geometry, with properties calculated with ωB97M-V with the def2-TZVPD basis set.

The HOMO energy is -8.3 eV. Its LUMO energy is 0.7 eV. The SMILES is N/N=C/O.O=C=O. The calculation puts the total energy at -11260.7108 eV. The value obtained for the HOMO-LUMO gap is 9.0499 eV.

The geometry in ORCA input format:
```
! RIJCOSX wB97M-V def2-TZVPD def2/J DEFGRID3
* xyz 0 1
O 0.76808 1.50206 -2.20245
O 1.71413 -0.51589 -1.77684
O -1.31907 1.60279 0.57989
N 0.46993 -1.35125 0.82650
N -0.08593 -0.27531 0.24966
C -0.97326 0.36874 0.97323
C 1.30127 0.52878 -1.97325
H -1.64716 -0.01178 1.74359
H 0.55638 -2.06101 0.12996
H -0.04495 -1.65902 1.62609
H -0.73942 1.87189 -0.17639
*
```

Atomic partial charges in e from the Mulliken method, atoms 1 to 6:
1. O -0.382
2. O -0.353
3. O -0.469
4. N -0.514
5. N -0.128
6. C 0.033


Below is the ion CH2IO3S with charge -1 in a non-equilibrium geometry, with properties calculated with ωB97M-V with the def2-TZVPD basis set.

The HOMO energy is -3.9 eV. Its LUMO energy is 3.3 eV. The calculation puts the total energy at -26146.6336 eV. The value obtained for the HOMO-LUMO gap is 7.1923 eV.

The geometry in ORCA input format:
```
! RIJCOSX wB97M-V def2-TZVPD def2/J DEFGRID3
* xyz -1 1
I 0.80821 -0.10767 1.05144
S -1.53478 0.48872 0.36487
O -1.93552 1.37328 1.40162
O -1.29266 1.07480 -0.93212
O -2.10738 -0.83314 0.37712
C 2.21050 -0.73143 -0.42473
H 2.40913 0.19710 -0.95829
H 1.44250 -1.46166 -0.87991
*
```

Atomic partial charges in e from the Mulliken method, atoms 1 to 6:
1. I 0.158
2. S 0.843
3. O -0.521
4. O -0.532
5. O -0.523
6. C -0.709


Below is a cluster of 3 separate species, C15H27ClO7 in total in a non-equilibrium geometry, with properties calculated with ωB97M-V with the def2-TZVPD basis set.

The HOMO energy is -8.9 eV. Its LUMO energy is -1.7 eV. The SMILES is O=C1C=C(CCCCl)C(=O)O1.COCCOC.COCCOC. The calculation puts the total energy at -42839.3678 eV. The value obtained for the HOMO-LUMO gap is 7.1408 eV.

The geometry in ORCA input format:
```
! RIJCOSX wB97M-V def2-TZVPD def2/J DEFGRID3
* xyz 0 1
Cl -7.02235 -5.40243 1.16881
O 3.10756 -0.62309 -0.46158
O -0.47678 -6.46477 3.16905
O -1.87977 -1.99280 1.97939
O 1.12024 0.93056 1.10691
O 2.80802 3.40618 -2.93566
O 2.28706 5.95675 -4.36626
O -1.09729 -4.35506 1.88053
C 0.17535 -0.11371 0.90334
C -1.31797 -5.47644 2.85217
C 1.28237 5.02583 -3.94898
C -2.78382 -5.41974 3.60389
C -3.16979 -4.01118 3.25939
C 1.70756 4.28266 -2.67980
C 2.36767 0.44121 1.61147
C 3.42650 0.37890 0.50744
C 3.04786 5.47028 -5.46594
C -6.67746 -4.80842 2.89867
C -5.80010 -3.42116 2.75389
C 4.04297 3.94286 -2.47012
C -2.03380 -3.27530 2.33539
C 2.57106 -0.06404 -1.65719
C -4.60035 -3.50551 3.88022
H -0.18323 -0.48131 1.86995
H -4.39884 -2.42462 4.34447
H -6.12112 -5.67260 3.46659
H 0.60190 -0.94010 0.32837
H 2.17848 -0.88006 -2.27089
H 3.36437 0.44354 -2.21556
H 2.69933 1.14898 2.37820
H -4.86681 -4.26575 4.76108
H 1.04159 4.32220 -4.75478
H 3.55669 1.35920 0.03176
H 3.90497 6.13339 -5.61042
H -3.37270 -6.21353 4.23020
H -0.67350 0.29482 0.34856
H 0.38116 5.60819 -3.73108
H 1.75905 0.63658 -1.44788
H 2.23990 -0.53730 2.08958
H -5.28818 -3.32982 1.69686
H 4.38517 0.09527 0.95476
H 0.87427 3.65707 -2.34237
H 3.41776 4.45715 -5.28653
H 4.19368 4.96920 -2.81353
H 4.07063 3.90984 -1.37609
H -7.65647 -4.54457 3.51466
H 2.43683 5.48609 -6.37392
H 4.85495 3.32176 -2.85944
H 1.94485 4.98709 -1.87255
H -6.42944 -2.44230 3.01498
*
```

Atomic partial charges in e from the Mulliken method, atoms 1 to 6:
1. Cl -0.218
2. O -0.406
3. O -0.506
4. O -0.494
5. O -0.387
6. O -0.289


> Look up the total energy of the first one.

-11260.7108 eV